<one>
18
Properties=species:S:1:pos:R:3:lowdin_charge:R:1 method="wB97M-V/def2-TZVPD" spin_multiplicity=1 orbital_gap_ev=9.49 lumo_ev=0.4 total_charge=0
C -0.093 0.093 -1.056 -0.536
C -1.478 -0.416 -0.460 -0.075
C -0.990 -0.354 0.927 -0.197
C 0.350 -0.177 0.852 -0.718
C 0.790 -0.909 -0.191 -0.072
C 0.443 1.248 -0.066 0.024
H 1.194 0.383 -2.172 0.159
H -1.946 -1.265 -1.253 0.186
H -2.272 0.270 -0.749 0.097
H -0.872 -1.334 1.510 0.169
H -1.731 0.175 1.578 0.155
H 1.633 1.012 1.813 0.297
H 1.733 -0.532 -0.261 0.097
H 0.720 -2.036 -0.021 0.178
H 1.487 1.642 -0.447 0.142
H -0.224 2.079 0.208 0.106
O 0.190 0.260 -2.301 0.058
O 1.068 -0.140 2.090 -0.071

<two>
18
Properties=species:S:1:pos:R:3:lowdin_charge:R:1 method="wB97M-V/def2-TZVPD" spin_multiplicity=1 orbital_gap_ev=7.32 lumo_ev=0.1 total_charge=0
C 0.030 -0.553 1.199 0.036
C 1.415 1.670 0.698 -0.020
C -1.290 0.582 -0.784 -0.029
C 1.232 0.207 0.324 -0.596
C -0.189 -0.356 -0.373 -0.341
C -0.228 -1.694 -0.736 -0.040
O -1.271 -2.333 -1.263 0.117
O 2.244 -0.473 0.020 -0.095
H -1.976 -1.708 -1.495 0.116
H 0.638 -2.330 -0.596 0.157
H -0.809 -0.118 1.743 0.104
H 0.460 -1.480 1.557 0.100
H 0.490 2.188 0.953 0.064
H 2.079 1.705 1.561 0.088
H 1.907 2.191 -0.127 0.082
H -1.162 0.868 -1.831 0.098
H -2.288 0.142 -0.659 0.081
H -1.282 1.494 -0.190 0.079

Of them, <two> has the highest stability.

<one>
18
Properties=species:S:1:pos:R:3:lowdin_charge:R:1 method="wB97M-V/def2-TZVPD" spin_multiplicity=1 smiles="C=C(C)CCC(=O)O" orbital_gap_ev=9.92 lumo_ev=0.7 total_charge=0
C -0.183 1.836 1.589 0.028
C 0.270 0.985 0.676 -0.368
C 1.543 0.208 0.962 -0.055
C -0.470 0.716 -0.618 -0.125
C -1.258 -0.661 -0.588 -0.093
C -0.325 -1.755 -0.887 -0.554
O 0.312 -2.366 -0.071 0.105
O -0.243 -1.891 -2.246 0.084
H 0.171 2.048 2.573 0.055
H -1.132 2.330 1.369 0.059
H 1.780 0.008 2.004 0.081
H 1.828 -0.616 0.325 0.057
H 2.248 1.035 0.670 0.098
H 0.147 0.685 -1.487 0.103
H -1.285 1.514 -0.738 0.133
H -2.017 -0.636 -1.432 0.138
H -1.790 -0.839 0.330 0.122
H 0.403 -2.603 -2.431 0.133

<two>
18
Properties=species:S:1:pos:R:3:lowdin_charge:R:1 method="wB97M-V/def2-TZVPD" spin_multiplicity=1 smiles="CC(C)(C)C(O)=C=O" orbital_gap_ev=8.73 lumo_ev=0.5 total_charge=0
C -0.852 -0.798 1.103 -0.036
C -0.146 -0.032 -0.093 -0.537
C 0.117 -0.983 -1.262 -0.043
C -1.050 1.121 -0.532 -0.044
C 1.164 0.521 0.437 -0.298
O 2.010 1.237 -0.397 0.035
C 1.449 0.342 1.700 -0.123
O 1.725 0.155 2.823 0.172
H -1.791 -1.187 0.713 0.083
H -0.255 -1.640 1.446 0.089
H -1.094 -0.131 1.927 0.087
H 0.850 -1.740 -0.989 0.093
H 0.475 -0.444 -2.139 0.080
H -0.808 -1.485 -1.540 0.086
H -1.978 0.736 -0.949 0.085
H -0.547 1.726 -1.284 0.084
H -1.289 1.758 0.316 0.090
H 2.021 0.845 -1.279 0.095

<three>
18
Properties=species:S:1:pos:R:3:lowdin_charge:R:1 method="wB97M-V/def2-TZVPD" spin_multiplicity=1 smiles="CC(O)=C=O.C=CC" orbital_gap_ev=8.59 lumo_ev=0.7 total_charge=0
C 1.263 -1.417 0.571 -0.021
C 2.033 -0.429 -0.259 -0.407
O 2.319 -0.536 -1.607 -0.025
C 2.609 0.651 0.325 -0.110
O 3.020 1.573 0.897 0.169
H 1.874 -2.279 0.432 0.074
H 0.325 -1.519 0.021 0.071
H 1.157 -1.111 1.574 0.077
H 1.475 -0.577 -2.199 0.152
C -1.005 1.515 -0.499 -0.056
C -1.751 0.474 -0.548 -0.240
C -2.406 -0.100 0.758 -0.076
H -0.722 2.127 0.335 0.061
H -0.690 1.982 -1.471 0.077
H -2.033 0.188 -1.543 0.084
H -1.742 0.280 1.562 0.077
H -2.399 -1.170 0.698 0.053
H -3.326 0.347 0.955 0.040

Of them, <one> has the highest stability.

<one>
18
Properties=species:S:1:pos:R:3:lowdin_charge:R:1 method="wB97M-V/def2-TZVPD" spin_multiplicity=1 smiles="C/C=C/CCC(=O)O" orbital_gap_ev=9.94 lumo_ev=0.8 total_charge=0
C -0.283 -1.753 2.240 -0.147
C -0.267 -1.075 1.001 -0.184
C -0.470 0.244 1.061 -0.099
C -0.285 1.188 -0.136 -0.150
C 1.024 1.083 -1.058 -0.081
C 0.381 0.843 -2.366 -0.520
O 0.074 1.467 -3.397 0.076
O -0.002 -0.448 -2.337 0.090
H -0.622 -2.826 2.253 0.096
H -0.608 -1.186 3.163 0.102
H 0.732 -1.712 2.580 0.068
H -0.147 -1.656 0.148 0.093
H -0.771 0.867 1.895 0.103
H -1.158 1.037 -0.890 0.142
H -0.315 2.151 0.309 0.082
H 1.677 2.037 -1.029 0.144
H 1.775 0.468 -0.636 0.100
H -0.734 -0.729 -2.801 0.085

<two>
18
Properties=species:S:1:pos:R:3:lowdin_charge:R:1 method="wB97M-V/def2-TZVPD" spin_multiplicity=1 orbital_gap_ev=9.96 lumo_ev=0.7 total_charge=0
C -1.022 0.767 1.576 -0.063
C 0.064 0.875 0.480 -0.348
C 1.307 0.078 0.557 -0.089
C 1.182 -0.600 -0.786 -0.191
C -0.251 0.648 -1.021 -0.262
C -0.231 -0.974 -1.078 -0.272
H -0.650 1.212 2.520 0.078
H -1.868 1.386 1.136 0.091
H -1.432 -0.294 1.713 0.088
H 0.216 1.980 0.567 0.143
H 1.319 -0.689 1.365 0.139
H 2.144 0.821 0.600 0.141
H 1.839 -1.140 -1.351 0.122
H -1.187 1.155 -1.361 0.166
H -0.327 -1.430 -2.095 0.164
H -1.002 -2.630 -0.837 0.099
O 0.964 0.626 -1.617 -0.018
O -1.064 -1.793 -0.368 0.011

Of them, <one> has the highest stability.

<one>
14
Properties=species:S:1:pos:R:3:lowdin_charge:R:1 method="wB97M-V/def2-TZVPD" spin_multiplicity=1 smiles=Cc1cccpc1Cl orbital_gap_ev=9.10 lumo_ev=0.2 total_charge=0
C -0.871 -1.303 -0.924 -0.100
C 0.256 -0.550 -0.464 -0.360
C 0.116 0.523 0.349 -0.126
C 1.053 1.355 0.945 -0.174
C 2.395 1.046 0.822 -0.418
P 3.092 -0.311 0.014 0.923
C 1.680 -0.968 -0.774 -0.921
Cl 1.901 -2.263 -1.831 0.633
H -1.828 -0.716 -1.199 0.127
H -1.186 -1.979 -0.156 0.087
H -0.550 -1.928 -1.734 0.028
H -0.920 0.679 0.642 0.114
H 0.555 2.092 1.598 0.110
H 2.999 1.576 1.646 0.077

<two>
14
Properties=species:S:1:pos:R:3:lowdin_charge:R:1 method="wB97M-V/def2-TZVPD" spin_multiplicity=1 orbital_gap_ev="7.76 / 7.29" lumo_ev="-0.6 / -0.8" total_charge=0
C -0.401 0.065 0.752 -0.105
C -0.820 1.324 0.561 -0.244
C 0.686 -0.806 0.285 -0.262
C -0.110 2.405 -0.028 -0.629
C 2.153 -0.445 -0.066 -0.584
C 1.295 -0.977 -1.150 -0.121
P 1.519 2.785 -0.222 0.815
Cl 3.743 -1.036 0.508 0.547
H -1.089 -0.488 1.433 0.112
H -1.823 1.644 0.904 0.106
H 0.578 -1.875 0.746 0.157
H -0.769 3.332 -0.249 0.051
H 1.367 -1.978 -1.343 0.067
H 0.887 -0.369 -1.909 0.090

Of them, <one> has the highest stability.

<one>
14
Properties=species:S:1:pos:R:3:lowdin_charge:R:1 method="wB97M-V/def2-TZVPD" spin_multiplicity=2 orbital_gap_ev="2.99 / 6.44" lumo_ev="3.8 / 3.8" total_charge=-1
C 2.414 0.059 -0.540 -0.204
N 1.742 -0.435 0.655 -0.031
H 2.685 -0.758 -1.262 0.068
H 1.799 0.711 -0.993 0.012
H 3.428 0.605 -0.379 0.078
H 2.392 -0.867 1.259 0.032
H 1.126 0.141 1.123 0.026
O -1.876 1.200 1.501 -0.329
C -2.246 0.878 0.290 -0.580
C -2.248 -0.541 -0.240 -0.218
H -2.648 1.700 -0.372 0.023
H -2.309 -1.328 0.565 0.042
H -3.068 -0.849 -1.019 0.057
H -1.191 -0.515 -0.588 0.024

<two>
14
Properties=species:S:1:pos:R:3:lowdin_charge:R:1 method="wB97M-V/def2-TZVPD" spin_multiplicity=2 orbital_gap_ev="1.90 / 9.02" lumo_ev="3.3 / 3.9" total_charge=-1
C -1.135 -0.200 -1.996 -0.219
C -0.741 -1.303 -1.146 -0.509
C -1.110 -1.464 0.176 -0.089
N 0.090 -2.324 -1.678 0.057
H -1.845 0.413 -1.517 0.037
H -1.609 -0.547 -2.904 0.069
H -0.444 0.407 -2.479 0.035
H -0.882 -2.331 0.735 0.010
H -1.755 -0.494 0.421 0.064
H 0.516 -3.005 -1.124 0.044
H 0.741 -1.964 -2.259 0.008
H 1.689 4.887 3.826 -0.034
H 2.168 3.544 4.528 -0.049
O 2.338 4.145 3.789 -0.423

Of them, <one> has the highest stability.

<one>
18
Properties=species:S:1:pos:R:3:lowdin_charge:R:1 method="wB97M-V/def2-TZVPD" spin_multiplicity=1 smiles="C[C@]12O[C@@H]1C=C[C@@H]1N[C@@H]12" orbital_gap_ev=9.97 lumo_ev=0.8 total_charge=0
C 0.959 -0.572 1.458 -0.021
C 0.626 -0.621 -0.099 -0.419
O 2.014 -0.643 -0.657 0.009
C 1.064 0.582 -0.697 -0.185
C 0.369 1.737 0.057 -0.033
C -0.925 1.409 0.356 -0.008
C -1.613 0.186 -0.460 -0.234
N -1.733 -1.000 0.412 0.029
C -0.685 -0.859 -0.683 -0.231
H 1.553 0.313 1.979 0.120
H -0.134 -0.639 1.992 0.116
H 1.627 -1.458 1.650 0.078
H 0.811 0.714 -1.712 0.127
H 0.702 2.744 0.318 0.101
H -1.446 2.129 0.973 0.094
H -2.423 0.502 -1.158 0.152
H -2.514 -1.812 0.183 0.166
H -0.924 -1.524 -1.451 0.138

<two>
18
Properties=species:S:1:pos:R:3:lowdin_charge:R:1 method="wB97M-V/def2-TZVPD" spin_multiplicity=1 smiles="C1=C[C@@H]2O[C@@H]2C[C@H]2N[C@@H]12" orbital_gap_ev=10.18 lumo_ev=1.0 total_charge=0
C 0.607 1.557 -0.020 -0.040
C -0.702 1.553 -0.286 -0.042
C -1.689 0.541 0.016 -0.222
O -1.474 -0.339 1.138 -0.006
C -1.411 -0.893 -0.151 -0.244
C -0.033 -1.426 -0.542 -0.082
C 0.999 -0.931 0.403 -0.277
N 2.260 -0.257 -0.002 0.070
C 1.234 0.470 0.752 -0.289
H 1.254 2.394 -0.228 0.110
H -1.061 2.500 -0.660 0.104
H -2.773 0.858 -0.011 0.161
H -2.217 -1.585 -0.361 0.138
H 0.196 -1.085 -1.554 0.127
H -0.030 -2.510 -0.552 0.116
H 1.146 -1.595 1.252 0.143
H 2.209 0.051 -0.974 0.091
H 1.484 0.696 1.780 0.143

Of them, <two> has the highest stability.